Record 1
Entry from the OMol25 dataset: a 10-piece molecular cluster, C26H77N7O14 overall at a distorted geometry (ωB97M-V with the def2-TZVPD basis set).

Results
Energy, eV: -67290.25973
Kohn-Sham gap, eV: 4.39
Net charge: 0
Relative energy (zero: lowest compared OMol25 entry of this formula, charge and spin), kcal per mole: 163.68
2S+1: 1

Element x y z (Å)
N: 0.798 -0.005 -6.123
H: 1.163 0.737 -6.703
H: -0.075 -0.507 -6.204
H: 0.894 0.241 -5.148
H: 1.510 -0.690 -6.332
N: -0.423 0.229 -0.388
O: -0.878 0.562 0.685
O: -0.802 -0.796 -0.879
O: 0.330 0.891 -1.044
C: -4.751 5.649 -1.387
C: -6.120 5.731 -0.749
O: -6.632 7.092 -0.910
O: -4.999 5.839 -2.795
H: -4.269 4.678 -1.276
H: -4.237 6.496 -0.932
H: -6.076 5.499 0.315
H: -6.872 5.050 -1.148
H: -6.863 7.153 -1.840
H: -4.672 6.681 -3.120
C: 6.648 4.189 -0.562
C: 6.155 4.282 -1.960
O: 4.861 4.681 -2.107
O: 8.004 4.167 -0.562
H: 6.212 3.375 0.017
H: 6.357 5.035 0.061
H: 6.378 3.395 -2.554
H: 6.718 5.025 -2.525
H: 4.225 3.977 -1.956
H: 8.273 4.998 -0.960
C: -2.901 -7.788 -2.162
C: -1.354 -7.653 -2.480
O: -0.687 -6.680 -1.636
O: -3.723 -7.048 -3.006
H: -3.140 -7.437 -1.159
H: -3.212 -8.822 -2.008
H: -1.175 -7.335 -3.507
H: -0.903 -8.640 -2.382
H: -1.019 -5.795 -1.801
H: -4.632 -7.274 -2.794
C: -4.857 -1.528 -8.735
C: -5.310 -1.232 -7.277
C: -6.660 -1.728 -7.010
O: -7.596 -0.865 -7.621
C: -7.925 0.378 -6.918
N: -4.380 -1.758 -6.367
H: -4.014 -1.025 -9.208
H: -5.621 -1.281 -9.473
H: -4.741 -2.611 -8.784
H: -5.242 -0.149 -7.181
H: -6.851 -1.940 -5.958
H: -6.862 -2.651 -7.553
H: -7.098 0.670 -6.271
H: -8.725 -0.036 -6.304
H: -8.184 1.157 -7.635
H: -4.363 -2.765 -6.285
H: -4.623 -1.458 -5.434
C: -7.793 1.749 4.837
C: -6.409 1.854 5.554
C: -6.395 1.981 7.212
O: -5.204 2.504 7.825
C: -5.285 2.658 9.244
N: -5.479 0.776 5.320
H: -8.306 0.837 5.143
H: -7.725 1.722 3.750
H: -8.428 2.604 5.071
H: -5.821 2.652 5.099
H: -6.686 1.002 7.595
H: -7.196 2.661 7.502
H: -4.375 3.082 9.669
H: -5.262 1.681 9.727
H: -6.078 3.246 9.706
H: -4.893 0.734 6.141
H: -4.828 0.683 4.553
C: 3.871 -3.317 3.977
C: 4.746 -3.013 2.726
C: 5.900 -2.069 2.932
O: 6.756 -2.471 3.951
C: 7.924 -1.711 4.072
N: 5.282 -4.270 2.246
H: 3.220 -2.467 4.180
H: 4.322 -3.698 4.894
H: 3.295 -4.238 3.882
H: 4.205 -2.588 1.880
H: 5.573 -1.048 3.129
H: 6.466 -1.988 2.004
H: 8.427 -1.637 3.108
H: 8.629 -2.008 4.849
H: 7.537 -0.736 4.367
H: 5.970 -4.717 2.836
H: 4.615 -5.008 2.072
C: 2.856 4.128 6.659
C: 2.471 3.323 7.945
C: 2.984 4.009 9.211
O: 2.594 5.350 9.285
C: 2.861 5.962 10.529
N: 1.165 2.792 7.987
H: 2.550 3.711 5.700
H: 3.922 4.354 6.683
H: 2.492 5.142 6.827
H: 3.013 2.378 7.894
H: 4.057 3.883 9.353
H: 2.525 3.451 10.028
H: 3.913 6.244 10.498
H: 2.519 5.437 11.421
H: 2.468 6.966 10.688
H: 0.526 3.482 8.355
H: 0.956 2.639 7.011
C: 6.315 -4.326 -5.013
C: 5.258 -3.479 -5.816
C: 4.707 -4.260 -7.073
O: 3.984 -3.372 -7.906
C: 3.295 -4.149 -8.897
N: 4.073 -3.239 -4.921
H: 6.833 -3.771 -4.231
H: 7.188 -4.527 -5.634
H: 5.995 -5.306 -4.659
H: 5.591 -2.565 -6.306
H: 4.147 -5.161 -6.823
H: 5.506 -4.655 -7.701
H: 2.716 -3.617 -9.653
H: 2.617 -4.909 -8.509
H: 4.099 -4.714 -9.368
H: 4.300 -2.843 -4.020
H: 3.871 -4.161 -4.562



Record 2
Entry from the OMol25 dataset: C12H25NO6Pd as an isolated structure (ωB97M-V with the def2-TZVPD basis set).

Results
Expectation value of S²: 6.013
Energy, eV: -30055.68545
Kohn-Sham gap (alpha / beta), eV: 10.28 / 5.88
Net charge: +4
Relative energy (zero: lowest compared OMol25 entry of this formula, charge and spin), kcal per mole: 0.00
2S+1: 5

Element x y z (Å)
Pd: 0.884 0.568 -0.308
C: 0.673 3.246 1.063
C: 1.959 3.525 0.310
O: 2.125 2.469 -0.730
C: 2.719 2.756 -1.905
C: 1.463 2.506 -3.228
O: 0.891 1.347 -2.945
C: 1.207 0.119 -3.700
C: 2.255 -0.702 -2.978
O: 1.886 -0.835 -1.589
C: 2.657 -1.777 -0.768
C: 3.201 -1.056 0.446
O: 2.076 -0.413 1.122
C: 2.409 0.521 2.195
C: 1.137 1.260 2.553
O: 0.507 1.842 1.362
H: -0.203 3.519 0.476
H: 0.658 3.827 1.986
H: 2.855 3.463 0.927
H: 1.921 4.499 -0.180
H: 3.407 1.980 -2.238
H: 3.046 3.787 -2.039
H: 2.045 2.578 -4.148
H: 0.835 3.360 -2.964
H: 1.541 0.384 -4.703
H: 0.250 -0.397 -3.753
H: 3.255 -0.267 -3.047
H: 2.275 -1.689 -3.447
H: 3.485 -2.179 -1.353
H: 1.983 -2.589 -0.496
H: 3.933 -0.288 0.183
H: 3.656 -1.770 1.136
H: 3.210 1.177 1.845
H: 2.766 -0.051 3.053
H: 1.339 2.047 3.280
H: 0.391 0.583 2.965
C: -7.365 -4.978 2.991
C: -7.592 -3.763 2.130
N: -8.768 -3.331 1.793
O: -6.518 -3.181 1.771
H: -8.103 -5.733 2.715
H: -7.498 -4.668 4.029
H: -6.361 -5.372 2.854
H: -9.595 -3.827 2.102
H: -8.898 -2.497 1.233



Record 3
Entry from the OMol25 dataset: a 3-piece molecular cluster, C2H12N3O2 overall at a distorted geometry (ωB97M-V with the def2-TZVPD basis set).

Results
Energy, eV: -10828.76667
Kohn-Sham gap, eV: 11.37
Net charge: +1
Relative energy (zero: lowest compared OMol25 entry of this formula, charge and spin), kcal per mole: 8.91
2S+1: 1

Element x y z (Å)
C: 1.855 -0.486 0.813
N: 0.605 0.038 0.307
C: 0.201 1.309 0.414
N: -1.103 1.559 0.465
N: 1.066 2.280 0.686
H: 1.753 -1.387 1.402
H: 2.438 0.282 1.322
H: 2.566 -0.684 0.006
H: -0.010 -0.598 -0.192
H: -1.746 0.826 0.191
H: -1.468 2.471 0.678
H: 0.724 3.214 0.818
H: 2.043 2.092 0.748
H: 0.743 -2.151 -2.133
H: -0.356 -3.084 -1.612
O: -0.024 -2.184 -1.556
H: -3.273 -1.859 -0.335
H: -2.969 -0.683 -1.471
O: -3.045 -0.956 -0.551